Entry 1:
108
Properties=species:S:1:pos:R:3 method="wB97M-V/def2-TZVPD" s2=0.755 energy_ha=-1886.330823 e_homo_ev="-11.0 / -11.0" relative_energy_kj_mol=83.5 charge=+1 spin_multiplicity=2 orbital_gap_ev="8.343 / 3.291"
C -2.676 6.528 -27.211
C -2.709 8.045 -27.641
C -1.950 8.334 -28.987
O -0.512 8.228 -28.810
C 0.102 9.202 -28.083
N -4.110 8.488 -27.595
H -2.954 5.909 -28.064
H -3.222 6.336 -26.287
H -1.760 6.200 -26.719
H -2.207 8.590 -26.842
H -2.139 9.327 -29.394
H -2.165 7.552 -29.716
H -0.339 9.445 -27.116
H 0.161 10.149 -28.620
H 1.146 8.956 -27.893
H -3.997 9.486 -27.492
H -4.436 8.269 -26.665
C -14.577 12.402 -27.217
C -13.595 11.547 -28.016
C -12.120 11.441 -27.530
O -11.884 10.491 -26.473
C -10.554 10.260 -26.161
N -14.200 10.171 -28.230
H -14.160 13.398 -27.067
H -14.920 12.007 -26.261
H -15.477 12.584 -27.804
H -13.444 11.962 -29.012
H -11.596 12.381 -27.357
H -11.603 11.159 -28.447
H -9.944 10.042 -27.038
H -10.613 9.446 -25.438
H -10.072 11.168 -25.799
H -13.635 9.808 -28.984
H -13.925 9.501 -27.526
C -9.098 4.107 -31.538
C -8.434 5.385 -30.832
C -8.081 4.943 -29.408
O -7.487 5.989 -28.699
C -6.822 5.609 -27.491
N -7.306 5.850 -31.592
H -9.328 4.321 -32.582
H -10.059 3.913 -31.062
H -8.565 3.157 -31.568
H -9.190 6.168 -30.883
H -7.514 4.012 -29.403
H -8.915 4.538 -28.835
H -6.454 6.421 -26.864
H -5.954 4.995 -27.733
H -7.593 5.047 -26.963
H -6.844 6.626 -31.139
H -6.691 5.049 -31.590
C -3.393 8.950 -23.331
C -4.802 8.434 -23.732
C -5.619 8.301 -22.359
O -5.085 7.200 -21.684
C -5.839 6.893 -20.561
N -5.222 9.492 -24.606
H -3.383 9.898 -22.793
H -2.836 9.114 -24.254
H -2.898 8.138 -22.799
H -4.658 7.537 -24.334
H -6.643 8.004 -22.585
H -5.625 9.185 -21.720
H -5.591 5.848 -20.374
H -6.883 6.976 -20.862
H -5.516 7.400 -19.652
H -5.424 10.365 -24.142
H -5.956 9.287 -25.269
C -6.668 16.014 -27.271
C -7.358 15.218 -26.169
C -8.889 14.974 -26.617
O -9.088 14.432 -27.925
C -10.424 14.708 -28.433
N -6.576 14.010 -25.890
H -7.171 16.982 -27.282
H -6.795 15.575 -28.261
H -5.615 16.232 -27.092
H -7.325 15.726 -25.206
H -9.400 15.916 -26.416
H -9.202 14.300 -25.821
H -10.471 15.749 -28.751
H -11.295 14.586 -27.789
H -10.572 14.104 -29.328
H -6.894 13.347 -26.582
H -6.782 13.705 -24.950
C -2.481 11.880 -25.856
C -2.843 12.676 -27.137
C -1.692 12.750 -28.097
O -0.483 13.457 -27.649
C -0.639 14.893 -27.789
N -3.977 11.898 -27.795
H -3.368 11.411 -25.432
H -1.951 12.469 -25.107
H -1.939 10.973 -26.126
H -3.196 13.672 -26.870
H -1.971 13.122 -29.083
H -1.327 11.739 -28.280
H -1.131 15.363 -26.938
H -0.830 15.340 -28.765
H 0.327 15.182 -27.374
H -4.314 12.350 -28.633
H -4.805 11.816 -27.222
O -7.102 9.557 -26.584
H -7.310 10.426 -26.928
H -6.509 9.178 -27.233
O -7.895 11.936 -28.022
H -8.524 12.657 -28.033
H -8.161 11.375 -28.750

Entry 2:
115
Properties=species:S:1:pos:R:3 method="wB97M-V/def2-TZVPD" energy_ha=-4570.937583 e_homo_ev=-19.3 relative_energy_kj_mol=0.0 charge=+5 orbital_gap_ev=10.365
C -9.152 3.293 8.907
C -8.987 4.794 8.923
C -7.684 5.324 8.375
O -7.869 6.657 7.965
C -6.665 7.307 7.592
N -10.079 5.361 7.961
H -9.957 4.856 7.065
H -11.043 5.196 8.251
H -9.965 6.355 7.760
H -10.098 2.991 9.358
H -8.406 2.900 9.602
H -9.051 2.850 7.919
H -9.291 5.268 9.853
H -7.232 4.716 7.583
H -6.957 5.276 9.199
H -6.122 7.644 8.477
H -6.943 8.176 7.000
H -6.029 6.677 6.963
C -8.523 8.853 3.647
C -9.974 9.113 3.305
C -10.865 7.889 3.430
O -12.191 8.313 3.520
C -13.084 7.216 3.427
N -10.499 10.267 4.173
H -10.144 10.142 5.124
H -10.294 11.207 3.829
H -11.523 10.190 4.254
H -8.127 8.044 3.037
H -8.457 8.525 4.691
H -7.908 9.746 3.548
H -10.063 9.557 2.313
H -10.491 7.205 4.205
H -10.683 7.280 2.533
H -12.917 6.625 2.519
H -14.107 7.579 3.396
H -12.944 6.525 4.264
C -14.306 1.787 2.581
C -14.332 2.706 1.372
C -13.002 3.396 1.139
O -13.061 3.953 -0.154
C -11.991 4.845 -0.382
N -14.718 1.950 0.127
H -15.707 2.112 -0.081
H -14.172 2.266 -0.688
H -14.580 0.941 0.208
H -14.056 2.343 3.484
H -13.510 1.037 2.507
H -15.240 1.250 2.744
H -15.098 3.452 1.577
H -12.173 2.698 1.300
H -12.848 4.202 1.862
H -12.184 5.840 0.046
H -11.857 5.021 -1.445
H -11.051 4.547 0.091
C -15.227 -3.852 4.905
C -13.789 -3.446 5.196
C -13.472 -1.961 5.078
O -12.123 -1.815 5.476
C -11.587 -0.533 5.142
N -13.281 -3.931 6.544
H -13.448 -3.255 7.297
H -13.750 -4.783 6.869
H -12.271 -4.085 6.515
H -15.443 -4.888 5.157
H -15.371 -3.625 3.853
H -15.888 -3.245 5.529
H -13.099 -3.905 4.486
H -14.084 -1.342 5.753
H -13.669 -1.596 4.067
H -10.600 -0.465 5.575
H -12.228 0.300 5.463
H -11.577 -0.363 4.058
C -1.169 4.224 2.993
C -1.954 3.825 1.755
C -3.357 4.421 1.739
O -4.038 3.795 2.788
C -5.462 3.918 2.707
N -1.164 4.232 0.492
H -1.232 5.244 0.341
H -0.187 3.944 0.519
H -1.714 3.831 -0.272
H -1.761 3.911 3.857
H -1.016 5.298 3.093
H -0.251 3.653 3.136
H -1.948 2.739 1.677
H -3.842 4.242 0.770
H -3.263 5.499 1.929
H -5.840 3.519 1.766
H -5.651 4.996 2.749
H -5.981 3.459 3.540
C -1.142 3.526 7.960
C -2.097 2.567 8.651
C -3.475 2.467 8.034
O -3.398 2.068 6.695
C -4.633 2.003 6.024
N -1.466 1.175 8.557
H -1.330 0.839 7.597
H -0.513 1.199 8.943
H -1.932 0.433 9.089
H -1.530 4.539 8.079
H -1.082 3.337 6.888
H -0.148 3.533 8.406
H -2.054 2.798 9.714
H -3.995 3.433 8.092
H -4.079 1.758 8.621
H -4.491 1.489 5.074
H -5.070 2.988 5.831
H -5.411 1.390 6.499
As -9.674 3.199 4.425
F -10.517 3.565 5.941
F -10.073 4.790 3.802
F -8.823 2.754 2.998
F -9.328 1.645 5.157
F -11.186 2.620 3.780
F -8.158 3.724 5.137

Entry 3:
116
Properties=species:S:1:pos:R:3 method="wB97M-V/def2-TZVPD" energy_ha=-2387.721323 e_homo_ev=-7.6 relative_energy_kj_mol=320.1 charge=-1 orbital_gap_ev=9.592
B 1.296 0.169 -1.957
F 1.001 -0.813 -0.979
F 0.253 1.030 -2.191
F 2.392 0.922 -1.459
F 1.716 -0.367 -3.192
C -1.722 -1.490 -8.537
C -3.036 -0.991 -7.961
C -3.746 -1.961 -7.035
O -4.407 -3.063 -7.752
C -4.858 -4.105 -6.918
N -2.700 0.160 -7.154
H -1.920 -2.503 -8.885
H -0.882 -1.484 -7.841
H -1.263 -0.948 -9.364
H -3.729 -0.679 -8.742
H -4.570 -1.435 -6.553
H -3.081 -2.321 -6.251
H -5.815 -4.505 -7.253
H -4.956 -3.788 -5.879
H -4.106 -4.893 -6.898
H -2.186 -0.175 -6.351
H -3.507 0.530 -6.672
C 11.388 -4.788 6.608
C 11.512 -3.420 5.966
C 10.161 -2.682 5.921
O 9.198 -3.319 5.046
C 8.073 -2.435 4.773
N 12.471 -2.630 6.731
H 10.709 -4.728 7.459
H 12.319 -5.245 6.942
H 10.891 -5.454 5.903
H 11.824 -3.467 4.922
H 10.348 -1.737 5.410
H 9.756 -2.492 6.915
H 8.354 -1.533 4.230
H 7.687 -2.017 5.702
H 7.254 -2.994 4.320
H 12.592 -1.771 6.214
H 13.295 -3.198 6.594
C -1.248 -9.103 -2.642
C -1.710 -9.218 -1.195
C -1.632 -10.598 -0.424
O -2.726 -11.471 -0.639
C -2.895 -11.853 -1.980
N -0.838 -8.254 -0.560
H -1.900 -9.681 -3.297
H -0.261 -9.558 -2.720
H -1.053 -8.072 -2.938
H -2.695 -8.754 -1.146
H -1.634 -10.233 0.603
H -0.689 -11.103 -0.632
H -1.933 -12.227 -2.330
H -3.322 -10.983 -2.479
H -3.670 -12.613 -2.073
H -1.104 -8.065 0.395
H -1.014 -7.347 -0.968
C -7.279 5.145 -2.522
C -7.264 4.273 -1.351
C -6.946 2.839 -1.620
O -6.990 2.115 -0.381
C -6.586 0.799 -0.466
N -6.256 4.801 -0.392
H -6.296 5.287 -2.971
H -7.539 6.189 -2.345
H -7.907 4.643 -3.259
H -8.273 4.363 -0.949
H -5.999 2.693 -2.139
H -7.680 2.386 -2.287
H -6.974 0.385 -1.397
H -6.707 0.173 0.418
H -5.501 0.858 -0.556
H -5.354 4.851 -0.844
H -6.065 4.107 0.316
C -7.501 2.838 7.049
C -6.664 3.781 6.139
C -5.368 3.054 5.803
O -4.466 3.882 5.181
C -3.279 3.240 4.767
N -7.509 3.837 4.958
H -8.372 3.335 7.477
H -6.926 2.484 7.905
H -7.799 1.959 6.477
H -6.525 4.765 6.588
H -5.547 2.118 5.273
H -4.923 2.612 6.694
H -2.583 3.924 4.281
H -3.420 2.393 4.095
H -2.828 2.748 5.629
H -7.353 2.982 4.444
H -7.037 4.462 4.321
C 4.537 8.626 -0.643
C 5.390 8.154 0.538
C 4.757 7.147 1.499
O 5.578 7.087 2.685
C 5.207 6.230 3.736
N 6.685 7.672 0.041
H 5.046 9.340 -1.290
H 3.615 9.067 -0.263
H 4.304 7.810 -1.327
H 5.672 9.049 1.093
H 4.780 6.153 1.052
H 3.738 7.516 1.614
H 5.141 5.203 3.376
H 4.270 6.503 4.220
H 6.034 6.329 4.439
H 6.544 6.937 -0.636
H 7.242 7.271 0.782
O -1.181 6.021 -3.041
H -0.660 6.078 -3.842
H -1.100 5.107 -2.767
O 6.069 -2.808 -3.409
H 5.284 -2.275 -3.530
H 6.525 -2.401 -2.672
O 4.504 3.430 -4.933
H 3.930 3.227 -5.672
H 4.121 2.957 -4.195

Entry 4:
122
Properties=species:S:1:pos:R:3 method="wB97M-V/def2-TZVPD" energy_ha=-7784.761154 e_homo_ev=-13.2 relative_energy_kj_mol=142.5 charge=+3 orbital_gap_ev=4.205
Ti -6.920 -23.057 -13.396
I -5.942 -20.748 -11.504
C -9.789 -23.496 -16.970
S -8.046 -23.623 -16.848
O -7.843 -23.598 -15.286
C -7.838 -25.308 -17.264
H -10.024 -22.486 -16.627
H -10.158 -24.252 -16.273
H -10.192 -23.635 -17.974
H -8.128 -25.607 -18.268
H -8.569 -25.707 -16.538
H -6.829 -25.635 -17.029
C -2.771 -23.469 -11.316
S -3.274 -23.675 -12.998
O -4.710 -22.946 -13.025
C -2.305 -22.361 -13.678
H -3.303 -24.233 -10.756
H -2.990 -22.431 -10.994
H -1.683 -23.609 -11.317
H -1.257 -22.673 -13.677
H -2.504 -21.427 -13.147
H -2.626 -22.347 -14.716
C -6.809 -27.558 -13.562
S -5.889 -26.420 -14.518
O -6.188 -25.123 -13.806
C -4.286 -26.807 -13.942
H -7.865 -27.527 -13.792
H -6.685 -27.236 -12.519
H -6.433 -28.548 -13.791
H -4.278 -26.579 -12.873
H -3.565 -26.149 -14.454
H -4.073 -27.849 -14.160
C -5.480 -26.156 -10.163
S -6.735 -24.912 -10.229
O -6.238 -24.096 -11.468
C -6.112 -23.968 -8.866
H -5.625 -26.922 -9.402
H -4.496 -25.675 -10.123
H -5.537 -26.594 -11.168
H -5.130 -23.681 -9.241
H -6.081 -24.456 -7.900
H -6.681 -23.032 -8.909
C -5.219 -18.611 -6.584
S -3.805 -17.600 -6.892
O -4.271 -16.461 -7.783
C -3.541 -16.984 -5.244
H -6.017 -18.031 -6.109
H -4.870 -19.431 -5.952
H -5.565 -18.952 -7.557
H -3.361 -17.879 -4.642
H -4.400 -16.447 -4.824
H -2.594 -16.448 -5.329
C -8.942 -19.183 -13.813
S -9.254 -20.814 -14.407
O -8.605 -21.692 -13.324
C -10.942 -20.878 -13.830
H -7.930 -19.022 -14.195
H -8.898 -19.184 -12.715
H -9.687 -18.455 -14.180
H -11.533 -20.229 -14.475
H -10.998 -20.549 -12.774
H -11.197 -21.941 -13.895
C -8.804 -17.475 -7.770
S -9.155 -17.321 -6.036
O -8.511 -15.993 -5.674
C -10.916 -17.046 -6.116
H -9.489 -18.143 -8.289
H -7.765 -17.800 -7.766
H -8.951 -16.468 -8.178
H -11.176 -16.483 -5.200
H -11.453 -18.001 -6.095
H -11.070 -16.428 -7.006
C -2.321 -19.102 -10.162
S -1.152 -18.693 -8.890
O 0.184 -19.139 -9.416
C -1.203 -16.932 -9.105
H -1.942 -18.569 -11.039
H -3.282 -18.645 -9.900
H -2.371 -20.174 -10.308
H -0.944 -16.743 -10.148
H -0.461 -16.497 -8.420
H -2.247 -16.657 -8.933
C -4.162 -16.398 -11.877
S -5.800 -15.800 -12.206
O -6.291 -16.493 -13.496
C -6.634 -16.482 -10.793
H -3.506 -16.081 -12.695
H -4.098 -17.493 -11.850
H -3.904 -15.928 -10.924
H -6.168 -16.057 -9.902
H -6.485 -17.559 -10.762
H -7.671 -16.146 -10.888
C -4.751 -19.391 -14.868
S -5.316 -20.847 -15.669
O -6.294 -21.425 -14.604
C -6.401 -20.041 -16.765
H -4.073 -18.774 -15.468
H -4.092 -19.815 -14.093
H -5.611 -18.909 -14.397
H -7.002 -20.876 -17.159
H -5.881 -19.544 -17.592
H -7.114 -19.454 -16.173
C -9.592 -20.615 -9.931
S -9.881 -22.302 -10.410
O -8.481 -22.832 -10.831
C -9.902 -23.027 -8.822
H -9.320 -20.067 -10.833
H -8.727 -20.624 -9.261
H -10.456 -20.253 -9.365
H -8.889 -22.795 -8.501
H -9.913 -24.104 -9.025
H -10.663 -22.788 -8.087
C -9.859 -26.141 -11.736
S -9.671 -25.403 -13.330
O -8.668 -24.277 -12.920
C -11.181 -24.502 -13.365
H -10.065 -25.259 -11.109
H -8.901 -26.606 -11.478
H -10.701 -26.836 -11.795
H -11.105 -23.932 -12.416
H -12.047 -25.192 -13.352
H -11.153 -23.836 -14.248